Formula: C5H3F3O
Source: OMol25
Level of theory: ωB97M-V with the def2-TZVPD basis set

Calculated values
E ... -15424.3224 eV
Kohn-Sham gap (spin up / spin down) ... 9.55 / 5.89 eV

```
! wB97M-V def2-TZVPD RIJCOSX def2/J DEFGRID3
* xyz 0 1
F 1.657 0.261 -0.821
F 1.386 2.163 -1.535
F 1.161 1.767 0.586
O 0.848 -1.140 1.627
C -1.410 -1.174 -2.179
C 0.875 1.435 -0.722
C -0.454 -0.973 1.374
C -1.224 -1.029 -1.017
C -1.319 -0.966 0.453
H 0.998 -0.513 2.333
H -2.301 -1.019 0.945
H -0.217 1.188 -1.044
*
```

***

Formula: C8H13HgN3O3
Source: OMol25
Level of theory: ωB97M-V with the def2-TZVPD basis set

Calculated values
E ... -23275.1312 eV
Kohn-Sham gap ... 7.07 eV

```
! wB97M-V def2-TZVPD RIJCOSX def2/J DEFGRID3
* xyz 2 1
Hg -0.523 -1.470 -2.278
O 3.145 -1.236 -4.000
O 0.704 3.672 -4.345
O -1.834 -1.576 -5.235
N 0.434 -0.566 -0.609
N -1.290 0.062 0.902
N 0.945 -0.004 1.590
C -2.292 -0.036 -0.150
C -1.720 0.763 2.122
C -1.470 -1.706 -4.121
C 2.374 -0.022 1.261
C 0.799 2.542 -4.170
C 0.598 -0.284 2.981
C 2.124 -1.077 -3.521
C 0.014 -0.152 0.599
H 2.647 -0.963 0.756
H 0.302 0.645 3.506
H -2.225 -1.003 -0.678
H -2.700 1.225 1.936
H 1.502 -0.666 3.472
H 2.923 0.049 2.205
H -1.011 1.562 2.390
H 2.652 0.833 0.617
H -3.293 -0.014 0.300
H -0.187 -1.068 3.089
H -2.204 0.771 -0.903
H -1.852 0.079 2.983
H 1.439 -0.360 -0.697
*
```

***

Formula: C6H9N3O4
Source: OMol25
Level of theory: ωB97M-V with the def2-TZVPD basis set

Calculated values
E ... -19023.8909 eV
Kohn-Sham gap (spin up / spin down) ... 8.81 / 8.81 eV

```
! wB97M-V def2-TZVPD RIJCOSX def2/J DEFGRID3
* xyz 0 1
O 0.477 3.213 1.158
O 2.384 0.213 -1.873
O -1.706 -0.342 0.863
O 1.776 -1.997 -0.372
N 0.141 0.982 0.597
N 1.740 0.778 -0.956
N 0.785 0.122 -0.244
C 1.787 2.083 -0.421
C -0.230 -1.361 -1.735
C 0.791 2.279 0.543
C -1.107 0.691 1.143
C 0.525 -1.363 -0.445
C -1.576 1.605 2.206
H -0.045 -1.653 0.445
H -0.068 -2.361 -2.141
H 2.393 -1.695 -1.108
H 0.308 -0.640 -2.371
H 2.584 2.843 -0.639
H -0.858 1.784 2.907
H -2.319 0.979 2.683
H -2.126 2.416 1.640
H -1.360 -1.072 -1.515
*
```

***

Formula: C8H6N2NdO4
Source: OMol25
Level of theory: ωB97M-V with the def2-TZVPD basis set

Calculated values
E ... -34807.3101 eV
⟨S²⟩ ... 3.754
Kohn-Sham gap (spin up / spin down) ... 6.70 / 6.80 eV

```
! wB97M-V def2-TZVPD RIJCOSX def2/J DEFGRID3
* xyz 3 4
Nd -1.051 -0.700 0.495
O -3.793 -1.225 2.619
O -3.297 1.375 -1.298
O -1.755 -2.954 -2.361
O 0.277 -3.565 1.876
N 0.326 0.549 -0.514
N 2.129 1.709 -0.528
C -3.020 -1.183 1.801
C -1.680 -2.294 -1.410
C 0.289 1.314 -1.692
C 1.431 2.047 -1.708
C -0.382 -2.788 1.332
C 1.456 0.817 0.197
C 1.844 0.213 1.496
C -2.807 0.501 -0.769
H 2.791 -0.346 1.342
H -0.585 1.215 -2.349
H 1.986 1.034 2.227
H 1.080 -0.500 1.900
H 1.743 2.710 -2.418
H 3.018 2.070 -0.238
*
```

***

Formula: C32H32IN4O4RuS2
Source: OMol25
Level of theory: ωB97M-V with the def2-TZVPD basis set

Calculated values
E ... -80195.7400 eV
Kohn-Sham gap (spin up / spin down) ... 5.66 / 5.66 eV

```
! wB97M-V def2-TZVPD RIJCOSX def2/J DEFGRID3
* xyz 1 1
I 1.204 -1.153 -0.604
Ru -0.103 -0.177 1.619
S 0.298 1.594 -2.292
S -2.069 1.962 0.943
O 1.272 1.485 4.026
O 1.433 1.065 1.681
O -0.061 1.680 3.348
O -0.572 2.039 0.761
N 1.848 2.080 -4.427
N 2.886 2.236 -2.363
N -2.058 0.458 1.603
N -1.406 -1.876 2.010
C -2.723 1.636 -0.677
C 1.747 1.993 -3.065
C -3.176 2.741 -1.389
C -2.581 0.402 -1.297
C -1.780 -4.123 2.701
C 4.063 -3.679 2.405
C 2.409 -2.273 0.702
C 0.811 1.513 -5.277
C -4.622 -1.979 3.835
C -2.599 -1.539 2.588
C 2.865 2.517 -0.933
C -3.408 -2.449 3.274
C -3.285 1.393 -3.392
C 4.231 2.041 -2.901
C 3.389 -3.061 0.181
C -3.456 2.612 -2.738
C -2.869 0.291 -2.648
C -3.530 1.284 -4.874
C -2.983 -0.211 2.388
C 3.017 -2.892 2.955
C -4.971 -0.672 3.654
C 1.739 -2.134 4.868
C 1.167 1.914 2.678
C 1.131 -1.380 2.658
C 2.780 -2.851 4.352
C 4.240 -3.773 1.057
C 2.520 3.220 -5.062
C 2.171 -2.155 2.085
C -4.163 0.226 2.912
C 0.904 -1.393 4.006
C -2.943 -3.781 3.335
C -1.030 -3.135 2.046
H 0.091 -0.815 4.430
H 0.430 0.595 -4.844
H -1.413 -5.141 2.705
H -3.797 3.476 -3.299
H 3.062 3.813 -4.337
H -3.247 0.303 -5.253
H -3.523 -4.523 3.874
H 1.252 1.305 -6.253
H 4.189 1.553 -3.868
H 1.421 2.954 2.534
H -0.024 2.209 -5.405
H 1.551 -2.123 5.934
H -3.300 3.700 -0.893
H 3.184 1.644 -0.359
H 4.778 2.982 -2.994
H -4.481 1.250 2.757
H 1.766 3.864 -5.521
H -2.258 -0.462 -0.735
H -5.897 -0.307 4.080
H 4.786 1.399 -2.214
H -0.101 -3.385 1.552
H 3.551 3.343 -0.728
H -4.581 1.452 -5.114
H -2.950 2.037 -5.411
H 3.208 2.889 -5.842
H 1.861 2.780 -0.621
H 5.027 -4.394 0.647
H -2.751 -0.670 -3.138
H 3.530 -3.139 -0.891
H 3.438 -3.413 5.006
H -5.260 -2.663 4.380
H 4.721 -4.211 3.084
*
```

***

Formula: C3H7S
Source: OMol25
Level of theory: ωB97M-V with the def2-TZVPD basis set

Calculated values
E ... -14052.5462 eV
Kohn-Sham gap ... 4.14 eV

```
! wB97M-V def2-TZVPD RIJCOSX def2/J DEFGRID3
* xyz -1 1
S 2.806 -0.374 -1.949
C -0.321 -0.797 0.809
C 0.145 -0.280 -0.498
C -0.480 0.831 0.499
H -1.224 -1.377 0.697
H 0.196 1.443 1.078
H 1.206 -0.023 -0.714
H 0.463 -1.053 1.512
H -0.246 -0.812 -1.369
H -1.502 0.926 0.867
H -1.043 1.516 -0.932
*
```

***

Formula: C18H25BNO7S
Source: OMol25
Level of theory: ωB97M-V with the def2-TZVPD basis set

Calculated values
E ... -46406.6714 eV
Kohn-Sham gap ... 6.51 eV

```
! wB97M-V def2-TZVPD RIJCOSX def2/J DEFGRID3
* xyz -1 1
S -1.833 -4.979 -1.552
O -1.439 1.449 0.978
O 1.615 -1.896 1.093
O 1.552 -1.425 3.423
O -3.611 -0.817 -0.349
O -2.115 -0.903 -1.914
O -0.907 -4.085 -0.814
O 0.805 2.727 -1.410
N -2.002 -1.406 1.672
C 0.375 0.549 -0.563
C -2.060 2.164 -0.073
C 0.344 0.277 1.935
C 2.420 3.245 1.043
C -2.165 4.514 -1.045
C 4.748 2.938 1.647
C 2.447 2.159 0.148
C 3.528 3.636 1.784
C -0.576 0.369 0.658
C 4.767 1.856 0.770
C 3.647 1.461 0.023
C -2.016 -4.311 -3.209
C -1.729 3.689 0.123
C 1.167 1.864 -0.637
C -2.396 -0.886 -0.689
C -2.628 5.317 -1.824
C -1.302 -0.983 0.448
C -0.888 -6.442 -2.022
B 1.185 -1.047 2.093
H -1.033 -4.142 -3.650
H -1.910 1.817 -1.104
H 1.756 -2.763 1.496
H 5.719 1.322 0.649
H -0.632 -6.990 -1.116
H -0.623 -1.772 0.083
H 3.732 0.616 -0.668
H 0.977 1.173 2.063
H -2.591 -5.009 -3.820
H 1.502 3.827 1.186
H -1.496 -7.076 -2.669
H -0.373 0.298 2.783
H -0.656 3.818 0.327
H -2.988 6.140 -2.417
H 0.896 -2.033 3.786
H 5.634 3.259 2.206
H -3.157 2.108 0.095
H 0.026 -6.143 -2.537
H -2.626 -0.645 1.928
H -2.574 -2.215 1.459
H -2.282 3.990 1.031
H 3.480 4.501 2.455
H -0.259 0.523 -1.474
H 1.094 -0.279 -0.697
H -2.550 -3.362 -3.134
*
```

***

Formula: C24H16BrCl2IrN3O4
Source: OMol25
Level of theory: ωB97M-V with the def2-TZVPD basis set

Calculated values
E ... -135735.9013 eV
Kohn-Sham gap (spin up / spin down) ... 6.73 / 6.55 eV

```
! wB97M-V def2-TZVPD RIJCOSX def2/J DEFGRID3
* xyz -1 1
Ir -0.148 0.703 -1.191
Br -3.267 -5.544 -1.297
Cl 5.657 1.029 2.611
Cl 0.510 0.618 4.019
O 0.063 0.475 1.108
O -2.007 0.521 -1.734
O 0.197 -1.329 -1.809
O 2.013 -1.928 -0.636
N 1.851 0.927 -0.843
N 0.817 -5.889 -0.914
N -5.648 1.721 2.967
C -2.403 2.685 2.108
C -3.879 2.795 0.194
C -0.336 2.833 -1.008
C 3.670 0.910 0.768
C 2.780 0.972 -1.838
C 1.290 0.658 1.437
C 0.368 -3.550 -1.104
C 3.041 0.831 3.146
C 4.005 0.908 2.140
C -1.327 2.901 1.283
C -3.687 2.559 1.563
C 4.601 0.949 -0.280
C 1.225 -4.633 -0.935
C -1.410 -5.117 -1.175
C 1.717 0.693 2.800
C -4.765 2.128 2.352
C -2.795 2.982 -0.625
C 0.931 -2.142 -1.160
C 4.124 0.965 -1.601
C -2.846 -0.430 -1.215
C -0.999 -3.800 -1.222
C -1.483 2.935 -0.115
C 2.293 0.848 0.442
C -0.481 -6.135 -1.035
H -0.338 2.990 1.708
H -2.895 -1.289 -1.905
H -0.526 3.223 -2.008
H -3.868 -0.026 -1.123
H -2.263 2.566 3.173
H -0.786 -7.174 -1.017
H -4.881 2.785 -0.213
H 5.657 0.923 -0.076
H 0.572 3.260 -0.583
H 3.325 0.873 4.186
H 2.373 0.987 -2.841
H -1.694 -2.984 -1.342
H -2.936 3.116 -1.687
H 4.823 0.958 -2.423
H -2.523 -0.785 -0.226
H 2.288 -4.471 -0.826
*
```

***

Formula: C32H51Cl2PPb
Source: OMol25
Level of theory: ωB97M-V with the def2-TZVPD basis set

Calculated values
E ... -73593.9449 eV
Kohn-Sham gap ... 7.17 eV

```
! wB97M-V def2-TZVPD RIJCOSX def2/J DEFGRID3
* xyz 0 1
Pb 1.547 0.231 2.644
Cl 2.731 4.083 4.455
Cl -0.036 -0.751 4.309
P 0.128 0.144 -0.892
C -2.642 -3.437 1.998
C 4.765 -0.082 -2.038
C -0.655 3.771 6.545
C -0.361 -3.932 1.090
C 0.310 2.905 4.028
C 4.277 -0.465 -0.629
C -2.199 1.677 -1.013
C -2.901 3.044 -0.958
C -0.954 -4.686 3.437
C -0.227 -0.602 0.650
C 0.097 -2.285 -2.244
C 1.938 0.314 -1.177
C -0.612 -0.926 -2.193
C 0.162 -4.395 2.411
C 0.624 4.154 6.115
C -0.829 4.130 -1.989
C 0.756 2.480 2.697
C -0.802 -2.655 -4.602
C -0.745 -0.297 -3.587
C -1.423 2.914 5.752
C -2.055 -3.624 3.406
C 1.116 3.695 4.897
C -2.363 4.026 -2.012
C -0.126 2.764 -2.022
C 2.349 0.529 -2.644
C -1.589 -3.329 0.946
C -0.624 -3.251 -3.195
C 2.788 -0.845 -0.610
C 3.836 0.909 -2.755
C -0.664 1.804 -0.944
C -1.444 -1.256 -4.563
C -0.950 2.489 4.520
H -0.490 4.737 -2.841
H 4.111 0.971 -3.818
H 2.634 -1.745 -1.227
H -2.496 -1.361 -4.255
H 0.823 -3.613 2.839
H 1.651 2.985 2.315
H -2.843 -3.900 4.118
H 5.772 0.349 -1.971
H 1.243 4.807 6.726
H -1.425 -3.326 -5.209
H -1.908 -2.927 -0.021
H -1.440 -0.817 -5.571
H 0.795 -5.288 2.286
H -1.036 4.135 7.498
H 4.441 0.390 0.047
H 1.137 -2.155 -2.586
H -1.635 -1.093 -1.810
H -1.630 -2.670 3.744
H 4.876 -1.301 -0.242
H -2.572 1.055 -0.189
H -1.117 -0.253 1.181
H -0.056 -4.190 -3.256
H -3.288 -2.553 1.977
H 0.951 2.930 -1.887
H 3.976 1.912 -2.324
H -2.692 3.701 -3.011
H 2.200 1.238 -0.623
H -3.982 2.904 -1.096
H 2.497 -1.130 0.412
H -1.614 -3.488 -2.775
H 0.139 -2.737 -1.242
H 2.179 -0.396 -3.217
H -2.490 1.167 -1.945
H 0.247 -0.039 -3.987
H 4.851 -0.996 -2.645
H -2.800 5.020 -1.842
H -0.256 2.323 -3.022
H -0.057 2.421 1.963
H 1.751 1.315 -3.124
H 0.181 -2.590 -5.095
H -2.752 3.479 0.042
H -0.525 4.658 -1.073
H -1.320 0.639 -3.547
H -3.304 -4.295 1.800
H -0.411 2.252 0.033
H -2.403 2.578 6.094
H 0.318 -4.079 0.235
H -1.542 1.800 3.912
H 0.001 -1.659 0.746
H -0.522 -4.749 4.446
H -1.390 -5.666 3.209
*
```

***

Formula: C11H14IN4O2S
Source: OMol25
Level of theory: ωB97M-V with the def2-TZVPD basis set

Calculated values
E ... -40606.1176 eV
Kohn-Sham gap ... 7.28 eV

```
! wB97M-V def2-TZVPD RIJCOSX def2/J DEFGRID3
* xyz 1 1
I 3.843 3.114 -0.018
S 5.708 0.049 1.224
O 2.612 -4.468 -0.181
O -1.873 1.940 1.273
N 0.322 -0.812 -1.143
N -4.182 1.786 1.230
N 4.319 -0.283 -1.516
N 0.025 0.378 -0.567
C -2.960 2.004 1.831
C 2.475 1.483 -0.519
C 4.963 -0.392 -0.277
C -5.428 1.881 1.963
C 3.222 -3.395 -1.140
C 0.835 1.589 -0.206
C 2.059 -2.568 -2.209
C 3.006 -3.047 0.546
C 2.861 0.037 -1.183
C -4.223 1.452 -0.178
C 1.731 -1.090 -1.502
H 2.077 -2.440 0.909
H -1.007 0.488 -0.314
H -3.044 2.250 2.903
H -5.941 0.916 1.912
H 2.617 -2.462 -3.241
H 1.120 -3.269 -2.238
H -5.250 2.138 3.011
H -6.050 2.654 1.504
H -5.254 1.309 -0.512
H 4.078 -3.071 1.012
H -3.651 0.534 -0.343
H 4.397 -3.534 -1.560
H 0.352 2.567 0.278
H -3.759 2.262 -0.749
*
```

***

Formula: C7H8S2
Source: OMol25
Level of theory: ωB97M-V with the def2-TZVPD basis set

Calculated values
E ... -29056.4600 eV
SMILES string ... CSC(=S)C1C=CC=C1
Kohn-Sham gap ... 8.26 eV

```
! wB97M-V def2-TZVPD RIJCOSX def2/J DEFGRID3
* xyz 0 1
S 1.907 -1.340 0.453
S 1.527 1.305 -0.643
C 0.879 -0.022 0.000
C 3.519 -0.611 -0.032
C -0.656 -0.088 0.367
C -2.835 -0.142 -0.596
C -2.537 1.177 -0.154
C -1.870 -1.000 -0.265
C -1.315 1.237 0.339
H -0.728 1.980 0.823
H 3.545 -0.306 -1.111
H 3.885 0.123 0.655
H -1.622 -2.070 -0.183
H 4.128 -1.446 -0.016
H -3.823 -0.482 -0.909
H -3.217 1.930 -0.187
H -0.788 -0.246 1.458
*
```